{
  "formula": "C4H9N2O2",
  "method": "ωB97M-V/def2-TZVPD",
  "energy_ev": -11366.84164,
  "mol_weight_g_mol": 117.1,
  "orbital_gap_ev": [10.53, 6.30],
  "homo_energy_ev": [-9.7, -9.7],
  "multiplicity": 2,
  "s2": 0.76,
  "elements": ["O", "C", "O", "C", "C", "C", "N", "N", "H", "H", "H", "H", "H", "H", "H", "H", "H"],
  "positions_angstrom": [[-1.505785, -0.193374, -2.469427], [-1.263385, 0.770957, -1.732197], [-1.248308, 1.970303, -1.943267], [-0.739300, 0.362204, -0.274098], [0.473983, -0.514565, -0.393776], [1.200138, -0.709461, 0.948132], [2.078481, 0.422326, 1.311682], [-1.820521, -0.240897, 0.460458], [-0.590597, 1.305317, 0.241252], [1.128506, -0.000536, -1.095461], [0.242574, -1.499065, -0.809165], [0.504210, -0.799549, 1.764886], [1.871268, -1.533883, 0.797262], [1.568734, 1.092139, 1.861638], [2.412257, 0.891661, 0.465097], [-2.728980, -0.172384, 0.039095], [-1.583275, -1.151192, 0.827888]],
  "atomic_forces_ev_per_a": [[0.2, -0.2, 1.3], [-0.4, 0.4, -3.5], [0.0, 0.3, 0.9], [-1.0, -0.8, 2.1], [0.1, 0.1, 0.3], [0.9, 1.6, -0.8], [-0.1, 0.0, -0.4], [0.7, -0.1, 0.0], [0.6, 0.4, -0.7], [0.4, -0.2, -0.1], [-0.3, 0.2, -0.1], [-0.2, -0.7, 0.3], [-0.1, -0.9, 0.4], [0.0, 0.3, 0.1], [-0.1, -0.1, 0.5], [-0.3, -0.1, 0.2], [-0.4, -0.2, -0.4]]
}